No. 1
This record from the OMol25 dataset describes a molecular structure, C27H41AuClN3O7S in a non-equilibrium geometry. The level of theory is ωB97M-V with the def2-TZVPD basis set.

Its expectation value of S² is 2.014. The LUMO energy (alpha / beta) is -0.037 / -0.154 Ha. The gap between HOMO and LUMO (alpha / beta) comes out at 6.48 / 3.88 eV. As for the net charge: 0. Its spin multiplicity is 3. The highest occupied orbital energy (alpha / beta) is -7.48 / -8.08 eV.

The geometry in XYZ format:
```
81
C27H41AuClN3O7S ωB97M-V with the def2-TZVPD basis set
H -1.206 0.545 2.530
H -0.435 3.318 -6.676
H 3.750 2.775 0.600
C -0.826 -1.140 5.419
O 0.959 4.034 1.267
H -2.486 -2.254 -1.876
C 0.473 -2.833 -0.696
H 0.600 2.559 -1.831
H -4.765 1.957 -1.585
H 0.106 -5.690 0.486
H 2.322 -5.402 -0.993
H 2.200 0.828 3.265
H 0.278 4.192 6.372
H 3.019 1.372 -2.681
H 2.474 0.560 5.734
H -4.939 0.375 -2.335
H -0.240 -0.714 6.240
H 0.902 4.907 -2.796
H -2.254 1.657 4.141
H 1.401 -2.273 -0.944
C -2.782 -0.191 -1.852
C 1.717 -4.744 -1.627
C -0.126 3.147 -5.622
C 1.001 2.620 3.453
C 0.699 0.256 -3.523
C -0.177 1.873 -5.057
Cl -3.452 0.465 2.071
H 2.331 -3.926 -2.003
H 1.330 -5.334 -2.467
C 0.653 4.026 -3.432
Au -2.495 0.058 -0.028
C 0.502 3.599 4.322
H 1.074 1.242 8.043
C 1.920 1.414 5.338
C 3.615 1.895 -1.928
H -1.199 -4.528 0.088
H 5.293 2.011 0.191
C -2.998 1.029 -2.402
C 0.681 3.457 5.685
H 4.167 1.185 1.311
C -0.825 -0.271 3.165
H -4.847 1.808 -3.389
H -0.632 1.025 -5.562
H -0.697 -5.785 -1.100
C 1.371 2.368 6.215
H 1.071 3.008 8.236
H 3.199 2.894 -1.739
N -1.175 -0.109 4.474
N 3.632 1.153 -0.687
H -3.337 -1.684 -3.372
O -0.553 -2.303 -0.318
H 4.641 2.034 -2.304
C 0.376 4.206 -4.810
N 0.625 -4.173 -0.865
H 2.705 -0.539 -1.423
C 0.408 1.670 -3.795
S 0.595 2.694 1.685
H 2.599 2.134 7.980
H -0.109 -0.398 -3.892
C 4.244 1.817 0.430
O 1.619 -0.190 -2.893
O -0.182 -1.185 2.702
H -1.638 1.435 5.815
O 1.389 1.615 1.086
C -2.080 0.928 4.942
H -0.027 4.444 3.908
C -4.453 1.370 -2.466
C 3.235 -0.135 -0.552
C -0.354 -5.093 -0.317
C 1.538 2.178 7.695
H -1.732 -1.583 5.843
H -2.204 1.741 -2.718
H 0.520 5.204 -5.244
H -1.564 -1.493 -3.128
O 3.432 -0.848 0.433
H -0.242 -1.892 4.893
C 0.582 2.740 -2.898
C 1.757 1.552 3.953
C -2.552 -1.462 -2.624
H -3.047 0.485 5.240
O -0.851 2.416 1.707
```


No. 2
This record from the OMol25 dataset describes a molecular structure, C27H41B2F4N10O6Ti. The level of theory is ωB97M-V with the def2-TZVPD basis set.

The LUMO energy is -0.169 Ha. The gap between HOMO and LUMO comes out at 6.03 eV. As for the net charge: +1. Its energy relative to the best compared isomer or geometry (same formula, charge and spin) is 20.7 kcal per mole. Its spin multiplicity is 1. The highest occupied orbital energy is -10.63 eV.

The geometry in XYZ format:
```
91
C27H41B2F4N10O6Ti ωB97M-V with the def2-TZVPD basis set
H -3.252 -0.850 1.847
H -2.242 -1.766 -0.187
C 2.238 -0.409 2.607
N -0.510 -2.486 0.823
C -2.872 2.519 -0.996
H 2.272 3.949 -2.085
C -0.187 -0.619 -3.403
H -5.232 1.928 2.147
H 1.426 5.462 1.305
H -0.375 -1.580 -6.642
H 2.676 4.579 2.176
C -1.855 3.550 0.902
N -1.625 0.311 1.187
H 3.130 4.494 -0.636
H -4.054 0.799 2.810
N 0.826 2.276 1.764
H -2.291 -3.163 -1.671
H -2.992 -4.418 -0.622
C -1.263 1.071 -4.727
C 3.064 -0.440 1.369
H -1.729 2.044 -4.810
H -4.929 1.782 -0.893
H -2.863 3.962 0.991
C 1.263 3.339 1.194
O 0.005 -0.381 -1.023
C -2.174 -0.936 1.747
F 0.264 1.514 5.176
H 3.323 0.385 4.231
C -2.164 -4.174 -1.292
F 3.559 0.685 -2.929
C -1.901 -2.092 0.803
H -1.221 4.304 0.436
H -1.738 -1.102 2.729
C 1.612 4.585 1.923
N 1.229 2.015 -0.705
H 1.052 4.647 2.852
C 1.515 3.180 -0.258
H -0.191 -5.802 -2.066
N -0.862 -4.362 -0.690
C 2.150 4.259 -1.053
O 0.953 -2.155 -1.977
F -1.440 1.660 3.642
N -3.758 1.345 0.808
H -1.500 3.326 1.901
N 1.034 -4.188 0.425
H 0.464 -2.370 -4.442
H -5.319 0.216 1.696
B -0.098 1.369 3.871
O 0.778 2.333 3.107
H 2.630 -2.837 0.313
C 4.491 -0.845 1.377
H -2.724 1.779 -1.782
H 4.953 -0.611 0.423
C -2.411 1.246 0.791
C -0.180 -3.576 0.207
N 0.997 -0.204 2.377
C 1.307 -5.161 -0.614
C -0.104 -5.566 -1.006
C -0.498 -0.966 -5.760
C -0.800 0.625 -3.501
C 2.828 -0.551 3.960
Ti 0.365 0.500 0.479
H -1.474 0.626 -6.813
H -2.226 -4.842 -2.149
H -0.456 -6.424 -0.423
H 1.537 5.161 -0.998
C -4.641 1.038 1.927
H 1.743 -2.905 1.868
F 3.874 1.967 -1.013
H 2.050 -0.744 4.693
O 1.713 1.655 -1.918
C 0.333 -1.143 -2.119
H 2.848 -4.217 1.413
C -0.030 -1.413 -4.536
H -4.640 3.160 0.178
N 2.412 -0.080 0.326
C -4.191 2.260 -0.248
H 1.839 -4.701 -1.455
B 3.092 1.048 -1.715
H 3.576 -1.343 3.972
N -1.842 2.331 0.052
H -2.561 -2.909 1.118
H -0.877 1.249 -2.622
O 3.005 -0.205 -0.871
H 1.896 -5.991 -0.227
H 5.014 -0.333 2.185
C 2.127 -3.491 1.034
H 4.575 -1.918 1.560
H -2.803 3.516 -1.424
C -1.115 0.274 -5.855
O 0.167 -0.053 3.432
```


No. 3
This record from the OMol25 dataset describes a molecular structure, C27H41BaCl3N3O3Si in a non-equilibrium geometry. The level of theory is ωB97M-V with the def2-TZVPD basis set.

The LUMO energy (alpha / beta) is 0.067 / 0.067 Ha. The gap between HOMO and LUMO (alpha / beta) comes out at 4.79 / 2.70 eV. As for the net charge: -1. Its energy relative to the best compared isomer or geometry (same formula, charge and spin) is 0.0 kcal per mole. Its spin multiplicity is 1. The highest occupied orbital energy (alpha / beta) is -2.98 / -0.88 eV.

The geometry in XYZ format:
```
79
C27H41BaCl3N3O3Si ωB97M-V with the def2-TZVPD basis set
H 0.918 3.364 5.351
C -0.113 2.310 3.780
C 1.666 0.741 -4.370
H 7.753 2.058 0.899
O 0.215 -2.703 0.787
Ba 0.123 -0.681 -1.161
H 5.310 2.067 0.392
H -0.582 3.207 3.371
H 1.551 -0.902 5.178
O -1.583 0.032 1.293
H -2.292 -2.150 -4.009
H -2.374 -1.985 3.722
H -2.273 -2.962 -0.137
C -1.883 1.331 -4.519
C 1.315 1.231 5.412
C -4.502 1.252 4.650
C -2.320 -2.994 3.280
H 1.318 1.744 -4.685
C 0.726 2.392 4.892
H -3.063 -1.572 -5.520
N -1.783 -2.969 1.925
C 3.732 -0.080 0.269
C 7.834 -0.071 1.267
C -1.546 0.935 2.189
H -1.765 1.165 -5.594
H 2.907 -1.866 -5.524
H 5.127 -2.161 1.127
H -3.473 2.374 0.888
H 0.035 -3.388 2.726
C -4.807 1.075 -3.981
C 1.086 0.002 4.783
H -4.063 -2.074 -4.145
C 5.094 -0.057 0.670
C -3.133 -1.565 -4.421
H -4.331 0.843 1.207
H -4.740 2.309 2.159
H -4.626 2.137 5.289
H 2.054 1.596 -6.624
Si -3.165 0.191 -3.783
H -3.032 -1.655 0.847
H -5.659 0.497 -3.605
C -2.878 1.425 2.707
C 3.252 -1.053 -4.868
H 4.323 -0.911 -5.048
H 8.909 -0.084 1.470
Cl -2.698 0.114 -1.670
Cl -0.601 -3.215 -2.486
H 3.072 -1.312 -3.820
O 1.242 0.193 -3.322
H -3.322 -3.432 3.277
H -5.330 1.231 3.932
H -2.238 2.363 -4.391
C 2.679 0.698 -6.551
H -1.062 2.050 1.162
C -2.718 -2.709 0.835
H -4.979 1.280 -5.051
H -1.648 -3.610 3.892
H -4.618 0.383 5.311
H 3.720 0.960 -6.773
H 0.144 -1.015 3.117
N 2.615 -0.121 -0.079
H -2.333 1.070 4.721
C 5.822 1.139 0.643
C -0.442 -3.020 1.786
H -4.756 2.037 -3.435
C -3.153 1.233 4.012
C -3.920 1.756 1.680
H -0.890 1.252 -4.051
C 5.721 -1.247 1.058
H 2.341 -0.045 -7.289
H -3.616 -3.317 1.010
C 7.087 -1.254 1.352
N 2.558 0.189 -5.195
C 7.190 1.129 0.939
H 1.943 1.294 6.297
Cl -0.531 2.721 0.090
C 0.280 -0.068 3.645
C -0.390 1.071 3.187
H 7.568 -2.190 1.635
```


No. 4
This record from the OMol25 dataset describes a molecular structure, C27H41Br3ClF3I2KN4O8P in a non-equilibrium geometry. The level of theory is ωB97M-V with the def2-TZVPD basis set.

The LUMO energy is -0.132 Ha. The gap between HOMO and LUMO comes out at 2.56 eV. As for the net charge: 0. Its spin multiplicity is 1. The highest occupied orbital energy is -6.16 eV.

The geometry in XYZ format:
```
91
C27H41Br3ClF3I2KN4O8P ωB97M-V with the def2-TZVPD basis set
H -0.993 -5.370 3.386
O -1.525 3.253 3.209
O -0.125 -4.460 5.893
C -0.864 -3.964 4.895
K 1.841 -5.081 1.124
H -1.471 -1.962 5.846
O -3.024 3.012 -7.284
H -3.530 3.993 -5.566
C 0.793 0.941 1.777
H -6.975 -1.340 3.461
H 0.436 1.684 3.913
C 2.885 -1.106 1.961
N -0.763 -4.337 3.430
H 7.690 0.800 0.414
C 0.346 0.649 3.326
C 1.965 1.850 -2.937
H 1.508 -1.391 -2.721
Br -4.588 -1.842 3.066
F -1.313 2.333 -9.292
H 0.443 -3.316 0.763
H 1.395 2.823 -3.331
C 5.324 1.478 1.272
H -4.805 2.946 -6.185
H -5.502 0.320 4.855
H 4.046 -1.050 1.686
C 5.136 -0.096 -0.690
C 2.435 -2.657 1.676
C -5.995 -0.584 5.224
C -3.449 2.088 -8.203
C -6.190 -1.639 4.161
H -3.409 0.929 -5.548
C 2.415 0.365 -0.450
H 2.786 -3.099 0.651
H 7.445 2.554 -0.387
C 0.829 -2.954 1.811
I 3.228 0.022 -5.275
H -6.952 -0.311 5.677
H -3.629 3.461 1.055
C 0.788 -0.636 -3.255
C 7.105 1.415 -0.424
Cl 0.587 -2.498 -1.802
N -2.491 2.070 -2.426
C -3.208 1.918 -5.123
N 0.463 2.317 -0.654
N 5.586 1.260 -0.201
H -1.954 0.677 2.789
H 5.631 0.545 1.909
C 2.035 0.031 1.145
O -2.912 2.842 0.728
C -2.010 -2.846 5.299
C -1.208 0.072 3.483
O -1.097 4.805 1.091
H 0.313 -1.945 2.097
H 0.939 -5.172 2.323
H 1.021 -0.106 3.911
H 4.215 1.825 1.404
H 7.428 1.042 -1.511
O -4.364 1.293 -8.003
H -3.683 1.973 -4.140
C 1.528 0.643 -3.967
C -3.722 3.021 -6.030
C -2.656 2.219 -9.503
H 5.999 2.409 1.591
Br -1.779 -6.434 4.948
H 2.978 -3.315 2.512
C 3.616 -0.555 -1.088
F -2.818 1.153 -10.337
C 0.059 2.100 0.819
H 2.864 -0.970 3.147
H -2.567 -2.528 4.307
O -0.237 3.260 -1.363
F -3.023 3.321 -10.217
H 1.378 -4.046 3.801
C 0.643 -4.170 2.895
H -1.311 -1.068 3.250
H -6.426 -2.626 4.566
H -0.129 -0.299 -2.568
P -1.357 3.260 1.478
H -1.629 0.218 4.590
C -1.358 2.616 -2.092
O 6.088 -1.068 -0.763
H 0.733 1.087 -4.740
H -2.124 1.996 -4.998
H -1.110 4.111 3.577
H 3.532 -1.706 -0.847
H 3.525 -0.460 -2.261
H 0.277 -1.253 -4.140
Br -4.911 -1.260 6.699
H -2.804 -3.411 5.960
C 1.594 1.521 -1.339
I 4.113 2.407 -3.190
```


No. 5
This record from the OMol25 dataset describes a molecular structure, C27H41BrN4O3S2SiZn in a non-equilibrium geometry. The level of theory is ωB97M-V with the def2-TZVPD basis set.

The LUMO energy is 0.003 Ha. The gap between HOMO and LUMO comes out at 8.03 eV. As for the net charge: 0. Its spin multiplicity is 1. The highest occupied orbital energy is -7.96 eV.

The geometry in XYZ format:
```
80
C27H41BrN4O3S2SiZn ωB97M-V with the def2-TZVPD basis set
H -0.371 4.986 -1.860
H -2.798 5.183 1.021
C -1.634 3.416 0.590
O 1.215 -2.737 2.953
H 1.748 1.915 -1.470
H -3.773 3.408 -2.034
H 1.496 3.536 -0.812
H -2.105 0.408 -3.391
C -2.907 1.444 -1.648
H -0.933 2.026 -4.014
H 0.103 4.670 0.179
H -0.335 -0.849 7.938
C -3.608 2.466 -2.544
C -0.868 -3.715 -1.929
H -2.110 -0.552 -1.919
C 0.634 0.514 2.894
H -3.708 -3.647 -0.092
S 2.402 -0.657 -0.495
H 0.720 2.244 5.174
C 1.400 2.921 -1.700
C -0.210 -1.463 5.888
H -3.025 2.659 -3.439
C -2.127 -4.086 -1.485
C 0.002 1.976 -3.464
H 0.706 -2.293 -1.640
H -3.138 2.314 1.744
H 0.211 0.943 -3.195
C -2.661 0.188 -2.488
C -2.732 -3.373 -0.462
H -1.476 1.834 2.065
C -0.451 4.270 -2.672
Zn -0.013 0.295 0.211
H -4.233 1.906 0.010
H 3.228 -0.654 3.986
H 0.795 2.315 -4.132
H 2.755 -2.045 2.086
O 1.050 1.564 2.403
C -3.882 1.040 -0.541
N 3.584 0.877 1.313
C 0.077 -1.022 4.621
N 0.302 -0.535 2.150
H -3.648 4.013 0.031
C -2.121 2.680 1.842
H -2.091 3.352 2.701
H -3.615 -0.248 -2.784
C -0.276 -2.616 -1.328
H 0.349 3.466 1.460
H -4.754 0.550 -0.973
C 0.480 1.215 5.384
C -0.364 4.157 1.014
H 3.505 1.598 3.288
O -1.213 -2.486 2.793
H -0.610 4.913 1.764
C -0.134 -0.539 6.925
C -2.678 4.466 0.209
Si -1.229 2.112 -0.842
H -0.484 -2.493 6.053
S 0.058 -1.873 3.051
H -4.578 2.081 -2.858
N -0.855 -1.898 -0.375
C 4.080 0.899 2.673
H 4.848 -1.045 3.378
C 0.208 0.782 6.674
C 0.427 0.289 4.354
H -3.413 0.347 0.154
H -2.384 5.017 -0.679
C 3.898 -0.566 3.124
N 3.332 -1.216 1.955
H 0.276 1.475 7.500
Br -3.026 -5.551 -2.292
C 3.068 -0.321 0.993
C -0.037 2.868 -2.223
C -2.049 -2.283 0.054
H 2.054 3.332 -2.469
H -2.488 -1.694 0.844
H -0.371 -4.246 -2.727
H -1.472 4.281 -3.038
H 0.194 4.611 -3.481
H 3.249 1.708 0.852
H 5.132 1.203 2.678
```


Which formula does entry 1 have? C27H41AuClN3O7S